No. 1
Below is one molecule with the formula C4H7N3, with properties calculated with ωB97M-V/def2-TZVPD.

Each line ends with the Mulliken charge.
Geometry (Å):
N: -0.06 0.53 1.51  -0.625
H: -0.07 -2.67 -0.85  0.299
H: 1.67 -2.44 -0.74  0.254
H: -0.52 -1.48 1.66  0.394
H: -1.66 1.70 0.66  0.303
C: 0.74 -1.96 -1.05  -1.050
C: -0.03 -0.70 1.09  -0.192
H: -0.63 3.14 0.80  0.251
H: -0.94 2.38 -0.80  0.322
N: 0.35 1.27 0.45  0.382
C: 0.48 -0.73 -0.24  0.721
H: 0.79 -1.75 -2.12  0.315
N: 0.66 0.50 -0.63  -0.664
C: -0.79 2.21 0.26  -0.710

The calculation puts the HOMO energy at -9.64 eV. The relative energy (zero: lowest compared OMol25 entry of this formula, charge and spin) is 34.1 kcal per mole. For the max |F|, the calculation gives 0.01484 hartree/bohr. The HOMO-LUMO gap is 10.62 eV. For the total energy, the calculation gives -8730.20030 eV. As for the charge: 0.

No. 2
Below is a 2-piece molecular cluster, N4O2 overall, with properties calculated with ωB97M-V/def2-TZVPD.

Each line ends with the Mulliken charge.
Geometry (Å):
O: -2.18 -1.13 0.34  -0.549
N: -1.39 -0.44 -0.06  1.078
N: -0.54 -0.06 -0.78  -0.253
O: -0.90 0.84 0.30  -0.275
N: 2.97 0.68 0.22  -0.156
N: 2.04 0.10 -0.02  0.155

The calculation puts the HOMO energy at -10.56 eV. The relative energy (zero: lowest compared OMol25 entry of this formula, charge and spin) is 38.0 kcal per mole. For the max |F|, the calculation gives 0.10962 hartree/bohr. The HOMO-LUMO gap is 11.38 eV. For the total energy, the calculation gives -10048.94938 eV. As for the charge: 0.

No. 3
Below is one molecule with the formula C14H20N2O, with properties calculated with ωB97M-V/def2-TZVPD.

Each line ends with the Mulliken charge.
Geometry (Å):
C: -1.87 0.07 0.99  -0.072
C: -1.55 1.13 0.15  0.878
H: -3.47 -2.93 0.97  0.381
H: 2.59 -2.04 -2.13  0.194
H: -1.88 -2.70 1.70  0.266
H: 2.98 -0.18 1.77  0.477
C: 1.45 0.44 -1.23  -0.588
H: -1.60 0.11 2.04  0.346
H: 2.20 2.43 -0.88  0.356
H: -0.92 3.18 0.10  0.506
C: -1.96 1.08 -1.18  -0.517
H: 0.55 2.39 -1.51  0.429
C: -0.69 2.27 0.65  -1.745
C: -2.65 -0.02 -1.65  -0.735
H: -0.90 2.45 1.71  0.441
O: 1.73 -2.15 0.90  -0.635
C: -2.81 -2.20 1.44  -1.393
H: -2.97 -0.05 -2.69  0.391
C: 2.61 0.51 1.01  -1.397
H: 3.50 -0.18 -0.83  0.384
N: 2.29 -2.43 -1.25  -0.375
C: 1.23 1.00 1.43  -0.279
H: -1.75 1.91 -1.84  0.414
C: 2.14 -1.68 -0.14  0.325
H: 1.27 1.43 2.44  0.382
C: -2.92 -1.09 -0.82  -0.758
C: 2.52 -0.21 -0.33  0.218
C: 1.24 1.90 -0.82  -1.151
C: -2.54 -1.05 0.52  0.788
H: 0.57 0.13 1.46  0.173
H: 3.30 1.36 0.95  0.434
H: -3.44 -1.96 -1.20  0.359
N: 0.74 2.04 0.54  0.155
H: 2.01 -3.40 -1.23  0.255
H: -3.27 -1.85 2.36  0.349
H: 0.51 -0.09 -1.13  0.209
H: 1.75 0.40 -2.28  0.534

The calculation puts the HOMO energy at -8.02 eV. The relative energy (zero: lowest compared OMol25 entry of this formula, charge and spin) is 4.7 kcal per mole. For the max |F|, the calculation gives 0.01117 hartree/bohr. The HOMO-LUMO gap is 8.83 eV. For the total energy, the calculation gives -19870.98904 eV. As for the charge: 0.

No. 4
Below is C47H36CuN6O3P2S2Se as an isolated structure, with properties calculated with ωB97M-V/def2-TZVPD.

Each line ends with the Mulliken charge.
Geometry (Å):
H: 1.86 -4.50 3.26  0.440
H: 5.29 -1.95 1.27  0.454
N: -0.20 1.74 -2.87  0.554
C: -0.16 -2.89 -1.19  -0.393
H: -1.35 -4.66 -1.38  0.573
C: 2.10 4.99 4.01  -0.672
C: 1.21 2.75 3.97  -0.087
O: -1.83 1.23 -1.46  -0.424
H: -2.01 1.69 2.58  0.214
C: -1.75 -0.64 5.02  -0.697
H: 3.55 -2.15 -0.48  0.467
H: 2.43 5.85 4.57  0.381
C: 0.47 5.95 -2.75  -0.872
H: 2.75 -2.34 -2.84  0.586
C: -4.62 -2.79 -1.92  -0.674
C: 0.85 -4.48 2.87  -0.643
S: -4.57 3.44 0.67  -0.426
H: 1.35 0.27 -6.28  0.288
N: -1.80 3.20 0.78  -0.555
P: -1.13 -2.11 0.18  1.549
H: -6.63 -2.73 -1.18  0.391
C: -2.98 3.29 0.72  0.353
O: 1.53 2.16 -4.30  -0.603
H: -2.10 -6.13 3.07  0.435
C: 1.65 3.86 4.68  -0.784
C: 4.29 -0.32 2.26  -0.803
C: 1.60 3.65 -1.84  0.736
H: -0.22 0.42 -7.11  0.327
C: -1.38 1.17 -2.65  0.644
H: 1.63 3.84 5.77  0.444
Cu: -0.57 2.35 -0.39  -0.301
C: 0.43 1.67 -4.07  -0.070
H: 3.07 1.25 3.04  0.471
H: -2.31 -1.07 5.84  0.361
C: -2.09 0.51 -3.71  -1.386
C: 0.38 -4.76 -2.63  -0.898
P: 0.60 1.33 1.57  2.386
C: 1.69 5.64 -3.26  -0.570
C: 1.55 -4.12 -3.02  -1.052
H: -3.55 -2.00 1.69  0.532
H: 5.07 -0.17 2.99  0.435
C: -1.47 0.44 -4.90  0.101
C: 1.22 2.75 2.58  -0.055
C: 3.16 0.48 2.29  -0.253
H: 0.20 -6.20 3.98  0.380
H: 0.76 1.86 -6.73  0.293
C: 0.45 0.88 -6.38  -0.979
N: -0.24 0.98 -5.11  0.218
C: 0.25 -0.57 3.68  0.073
C: -0.29 0.43 2.90  0.908
O: 2.47 -0.19 -2.19  -0.803
C: -1.74 -4.40 1.85  -0.663
C: 0.48 -3.50 1.96  -0.202
C: -1.58 0.90 3.18  -0.652
N: 0.38 4.00 -1.34  0.396
H: 2.46 5.87 2.09  0.455
N: 3.44 3.93 -3.24  -0.874
H: -3.08 0.10 -3.56  0.588
H: -2.52 -2.77 -2.39  0.450
C: -5.19 -2.35 0.36  -0.677
C: 4.41 -1.31 1.29  -1.171
C: 1.00 -2.27 -1.61  -0.183
H: 0.12 -5.73 -3.03  0.437
C: -0.15 5.10 -1.80  -0.388
H: 2.18 6.25 -4.01  0.496
C: 1.67 3.89 1.92  -0.866
C: 2.30 -0.63 0.35  0.434
C: -5.58 -2.63 -0.94  -0.586
C: -3.27 -2.66 -1.61  -0.836
C: 1.86 -2.87 -2.52  -0.601
S: 1.39 -0.53 -1.21  1.529
N: 2.15 2.51 -1.49  0.362
H: 1.67 3.91 0.84  0.626
H: -0.04 -1.90 5.34  0.430
H: -3.29 0.74 4.46  0.456
H: -0.05 6.84 -3.07  0.408
C: -0.46 -4.15 -1.71  -0.046
Se: 3.62 2.38 -2.44  0.330
C: 2.31 4.44 -2.80  -0.059
C: 3.43 -1.44 0.32  -0.874
H: 1.25 -0.95 3.48  0.206
H: -2.74 -4.39 1.46  0.433
C: -1.37 -5.39 2.76  -0.671
C: -0.08 -5.43 3.27  -0.649
H: 1.21 -2.76 1.64  0.053
C: -0.48 -1.11 4.74  -0.800
H: 0.86 1.88 4.52  0.497
C: 2.13 0.33 1.36  0.157
C: -3.84 -2.22 0.67  -0.834
C: 2.12 5.00 2.63  -0.744
H: 2.22 -4.59 -3.73  0.426
C: -2.30 0.37 4.24  -0.776
C: -0.82 -3.44 1.44  0.622
H: -1.14 5.34 -1.42  0.505
H: -1.92 -0.05 -5.76  0.332
C: -2.87 -2.39 -0.31  0.696
H: -5.93 -2.20 1.14  0.414
H: -4.91 -3.00 -2.94  0.420

The expectation value of S² is 0.76. The calculation puts the HOMO energy (alpha / beta) at -8.03 / -7.98 eV. As for the spin multiplicity: 2. For the max |F|, the calculation gives 0.01342 hartree/bohr. The HOMO-LUMO gap (alpha / beta) is 7.29 / 6.61 eV. For the total energy, the calculation gives -214640.53145 eV. As for the charge: 0.